{"formula": "C21H31FN4O3RuSi", "method": "ωB97M-V/def2-TZVPD", "elements": ["Ru", "C", "C", "N", "O", "C", "C", "N", "O", "H", "H", "H", "H", "H", "H", "H", "O", "C", "C", "C", "C", "C", "C", "C", "C", "N", "H", "H", "H", "H", "H", "H", "H", "H", "H", "H", "H", "C", "Si", "C", "C", "N", "C", "C", "C", "C", "C", "C", "F", "H", "H", "H", "H", "H", "H", "H", "H", "H", "H", "H", "H", "H"], "positions_angstrom": [[0.353153, 0.236316, 0.028171], [4.449485, 1.613223, 0.017129], [2.978351, 1.415408, -0.131656], [2.404592, 0.258328, -0.190652], [3.225758, -0.838901, -0.073559], [2.050985, 2.544955, -0.292831], [2.511497, 3.938105, -0.539287], [0.827220, 2.178844, -0.226193], [-0.152757, 3.109638, -0.680442], [4.905788, 0.753884, 0.499362], [4.653394, 2.498295, 0.617620], [4.925571, 1.762614, -0.957035], [3.893795, -0.803693, -0.777032], [3.115996, 3.988134, -1.448932], [3.147831, 4.266396, 0.285044], [1.674659, 4.619649, -0.635352], [0.997687, 0.455986, 2.350205], [1.828849, -0.616934, 2.876727], [0.993136, -1.788351, 3.358331], [-0.046138, -2.208039, 2.320771], [0.532427, -2.692343, 1.026830], [1.108296, -3.946952, 0.888758], [1.532295, -4.374520, -0.353337], [1.341040, -3.549586, -1.455114], [0.800671, -2.304409, -1.245326], [0.428829, -1.865962, -0.026090], [0.346402, 0.669391, 3.030937], [2.447466, -0.237088, 3.688925], [2.481389, -0.910331, 2.061651], [0.464058, -1.524097, 4.277314], [1.672174, -2.610473, 3.597543], [-0.684965, -1.357257, 2.092676], [-0.683537, -2.988640, 2.738159], [1.203533, -4.585638, 1.757450], [1.987676, -5.349556, -0.472574], [1.615479, -3.863417, -2.451861], [0.641370, -1.620996, -2.070016], [-2.890366, 3.806176, 0.004461], [-1.601597, 2.683930, 0.669303], [-0.457925, 2.856809, -2.086531], [-0.714315, 3.291589, 2.153820], [-1.596314, 1.046079, 0.327181], [-2.792115, 0.321345, 0.145859], [-4.001412, 0.636505, 0.766733], [-5.159648, -0.079280, 0.501239], [-5.133042, -1.152980, -0.373745], [-3.947897, -1.483808, -1.017811], [-2.828118, -0.732687, -0.756243], [-1.684147, -0.973458, -1.477478], [-2.431406, 4.731496, -0.355582], [-3.592623, 4.084425, 0.795917], [-3.465114, 3.353348, -0.805493], [-1.312317, 3.483793, -2.324521], [-0.703671, 1.807625, -2.226037], [0.405807, 3.140708, -2.681373], [-0.505663, 4.362364, 2.065924], [0.229969, 2.772477, 2.318506], [-1.346811, 3.156137, 3.037319], [-4.016301, 1.442441, 1.500278], [-6.087601, 0.201086, 0.982190], [-6.025463, -1.732857, -0.562823], [-3.895566, -2.299143, -1.728307]], "forces_ev_per_a": [[0.02, 1.05, 1.28], [-0.07, 0.16, -0.06], [0.37, 0.13, 0.04], [-0.11, -0.13, 0.22], [0.05, -0.32, -0.27], [0.48, 0.65, 0.07], [0.18, -0.07, -0.20], [-0.54, -0.87, -0.96], [0.02, 0.38, 0.85], [0.02, -0.01, 0.04], [0.01, 0.00, -0.03], [-0.01, -0.01, 0.03], [0.06, 0.02, 0.05], [0.01, -0.01, 0.05], [-0.03, -0.02, 0.00], [-0.03, 0.04, 0.03], [0.20, -0.15, -0.64], [-0.01, -0.22, 0.14], [-0.07, 0.09, -0.10], [0.06, -0.14, 0.11], [-0.21, 0.21, -0.12], [-0.01, -0.08, 0.03], [0.03, -0.11, -0.04], [0.03, -0.01, 0.00], [-0.10, -0.09, 0.25], [0.10, -0.25, -0.11], [-0.20, 0.06, -0.20], [-0.02, 0.19, -0.02], [0.01, -0.02, -0.04], [0.10, -0.01, 0.07], [-0.05, 0.01, 0.05], [-0.22, -0.01, 0.02], [0.02, -0.02, 0.00], [-0.03, 0.00, -0.01], [-0.04, 0.02, 0.01], [-0.01, 0.01, 0.00], [0.04, 0.05, -0.04], [-0.27, -0.02, 0.06], [0.04, -0.06, -0.60], [-0.03, 0.01, -0.14], [0.17, 0.25, 0.03], [0.01, -0.80, 0.16], [0.05, 0.12, -0.13], [0.10, 0.02, 0.26], [-0.05, 0.07, 0.04], [0.04, -0.06, -0.03], [-0.01, -0.08, -0.06], [0.05, 0.05, -0.23], [-0.11, 0.04, -0.06], [-0.01, -0.01, 0.06], [0.02, 0.02, -0.07], [0.01, -0.01, 0.05], [0.02, 0.03, 0.07], [-0.08, -0.08, 0.07], [0.04, 0.06, 0.05], [-0.04, -0.05, 0.06], [-0.03, 0.02, 0.05], [0.02, -0.01, -0.06], [-0.06, -0.09, -0.08], [0.05, -0.02, 0.05], [0.00, 0.03, -0.01], [0.01, 0.05, 0.00]], "molar_mass_g_mol": 535.7, "de_lowest_kcal_mol": 14.5, "orbital_gap_ha": [0.224, 0.226], "e_lumo_ev": [-7.09, -7.07], "charge": 2}


{"formula": "C37H43Br48F3N3O7P2S", "method": "ωB97M-V/def2-TZVPD", "elements": ["C", "C", "N", "N", "C", "C", "C", "C", "C", "N", "C", "C", "C", "C", "C", "P", "P", "O", "O", "O", "C", "S", "O", "O", "C", "F", "F", "F", "C", "C", "C", "C", "C", "O", "C", "C", "O", "H", "H", "H", "H", "H", "H", "H", "H", "H", "H", "H", "H", "H", "H", "H", "H", "H", "H", "H", "H", "H", "H", "H", "H", "H", "H", "H", "C", "Br", "Br", "Br", "H", "C", "Br", "Br", "Br", "H", "C", "Br", "Br", "Br", "H", "C", "Br", "Br", "Br", "H", "C", "Br", "Br", "Br", "H", "C", "Br", "Br", "Br", "H", "C", "Br", "Br", "Br", "H", "C", "Br", "Br", "Br", "H", "C", "Br", "Br", "Br", "H", "C", "Br", "Br", "Br", "H", "C", "Br", "Br", "Br", "H", "C", "Br", "Br", "Br", "H", "C", "Br", "Br", "Br", "H", "C", "Br", "Br", "Br", "H", "C", "Br", "Br", "Br", "H", "C", "Br", "Br", "Br", "H"], "positions_angstrom": [[-3.975664, 3.074352, -5.342466], [-3.030306, 2.386670, -4.522542], [-1.954627, 1.818578, -3.562662], [-2.490411, 1.292210, -2.437300], [-1.577952, 0.752002, -1.405566], [-2.248110, 0.143072, -0.009482], [-2.500160, -1.476046, -0.055131], [-1.659367, -2.265385, 1.109881], [-2.606078, -3.114188, 2.170775], [-1.741127, -3.275815, 3.438575], [-1.663343, -2.302256, 4.624733], [-0.597553, -2.777326, 5.776751], [-0.052499, -4.178054, 5.118238], [-0.795840, -4.447644, 3.649292], [0.026516, 0.820692, -1.661687], [1.249578, 0.170342, -0.316210], [2.039358, 1.856855, 0.892279], [1.730032, 1.673751, 2.433058], [1.417844, 3.334185, 0.201740], [3.803764, 1.724126, 0.735664], [0.643246, 1.427603, -3.053603], [2.474345, 1.498291, -3.334194], [2.952985, 2.079077, -4.679793], [3.072012, 2.441198, -2.217833], [3.345343, -0.181596, -3.126551], [2.321328, -1.278046, -3.071456], [4.341855, -0.379165, -4.224384], [4.145402, -0.133985, -1.852939], [-0.554673, 1.970744, -4.079210], [-0.096652, 2.613712, -5.529420], [0.512546, 4.104885, -5.223943], [-0.616421, 5.293270, -5.321907], [-1.308312, 5.635675, -3.838456], [-0.707157, 6.837612, -3.210700], [0.020726, 6.496936, -1.976023], [-0.671455, 6.135049, -0.521985], [1.378422, 6.528001, -2.023833], [-4.549014, 3.904167, -5.961322], [-3.320838, 0.661956, 0.060517], [-1.647092, 0.524528, 0.927322], [-3.662551, -1.729514, -0.051063], [-2.086546, -1.858827, -1.102667], [-1.126211, -1.426379, 1.769441], [-0.814430, -2.914978, 0.607228], [-3.564813, -2.521764, 2.516155], [-2.834742, -4.175374, 1.724384], [-2.283934, -1.305137, 4.680153], [-0.263963, -2.282765, 6.788547], [0.771360, -4.905503, 5.581743], [-0.622174, -5.339187, 2.895662], [0.580850, -0.668485, 0.645515], [0.460989, 3.117845, -0.083311], [4.064774, 0.739212, 0.803324], [0.703526, 1.847307, -5.974843], [-0.945981, 2.677825, -6.329150], [0.880146, 4.085878, -4.089051], [1.496363, 4.320108, -5.855371], [-0.130705, 6.237090, -5.814549], [-1.474544, 4.892908, -6.013702], [-1.312920, 4.692361, -3.128190], [-2.437618, 5.929905, -4.084226], [0.175058, 5.636838, 0.147476], [-1.536317, 5.323662, -0.614592], [-1.036018, 7.085901, 0.076819], [-2.415439, -5.816002, 8.004463], [-2.526039, -4.804461, 9.662403], [-4.026066, -6.858664, 7.683694], [-1.976793, -4.677177, 6.489562], [-1.591215, -6.527801, 8.118587], [1.311890, -5.064130, 9.176614], [2.457724, -3.791941, 10.100092], [2.133029, -5.723495, 7.541032], [0.755591, -6.517383, 10.344024], [0.405333, -4.524139, 8.884057], [3.113635, 2.942052, 5.795090], [4.725378, 4.024849, 5.676545], [3.522863, 1.067008, 6.112736], [1.865473, 3.643627, 7.111957], [2.616943, 3.000328, 4.820961], [-1.263728, 9.138388, 3.015714], [0.030053, 10.093025, 1.920721], [-2.767290, 8.493593, 1.963241], [-0.431045, 7.709159, 4.039531], [-1.664002, 9.857647, 3.737843], [7.855223, -0.927938, -5.006657], [8.577660, -0.012928, -6.563918], [8.874184, -2.526046, -4.568565], [7.687673, 0.264981, -3.479200], [6.843829, -1.255523, -5.268946], [3.430028, 6.807553, 0.832481], [5.041770, 7.890350, 0.713937], [3.839256, 4.932510, 1.150127], [2.181866, 7.509129, 2.149349], [2.933335, 6.865830, -0.141647], [-1.329583, -4.803074, -2.323794], [-2.892972, -5.294999, -1.275920], [-0.230520, -3.484260, -1.408948], [-0.295768, -6.362242, -2.857157], [-1.695479, -4.332556, -3.242358], [-6.609798, -2.020805, -2.340904], [-4.998055, -0.938008, -2.459449], [-6.200569, -3.895849, -2.023258], [-7.857960, -1.319229, -1.024038], [-7.106490, -1.962528, -3.315033], [-2.019420, -7.002844, -6.691458], [-0.407676, -5.920047, -6.810003], [-1.610191, -8.877888, -6.373812], [-3.267582, -6.301268, -5.374591], [-2.516111, -6.944567, -7.665586], [0.374224, -7.871530, -10.015907], [0.686431, -9.791269, -10.052543], [1.891698, -6.877704, -10.718574], [-1.283792, -7.390547, -10.912508], [0.263840, -7.585561, -8.964688], [-6.951099, -2.897692, 2.446400], [-5.339356, -1.814895, 2.327855], [-6.541871, -4.772736, 2.764046], [-8.199261, -2.196116, 3.763267], [-7.447791, -2.839415, 1.472272], [0.651216, -1.499941, -7.656682], [0.540615, -0.488399, -5.998741], [-0.959412, -2.542602, -7.977451], [1.089861, -0.361114, -9.171581], [1.475439, -2.211738, -7.542557], [-1.346858, 2.251694, 9.493412], [-2.910247, 1.759770, 10.541288], [-0.247795, 3.570509, 10.408259], [-0.313043, 0.692526, 8.960049], [-1.712754, 2.722213, 8.574850], [-7.467532, 0.441727, 6.469086], [-7.685988, 0.562276, 8.398324], [-8.127541, 2.032650, 5.564923], [-5.630851, 0.036455, 5.972481], [-8.083217, -0.397673, 6.129433], [11.133267, 1.467810, -1.779588], [11.855704, 2.382820, -3.336849], [12.152228, -0.130298, -1.341496], [10.965719, 2.660730, -0.252131], [10.121874, 1.140225, -2.041878], [5.242094, -0.850649, 3.275054], [6.535875, 0.103990, 2.180060], [3.738532, -1.495443, 2.222581], [6.074777, -2.279877, 4.298871], [4.841821, -0.131388, 3.997183]], "forces_ev_per_a": [[7.78, -4.35, 6.39], [-5.67, 5.21, -4.99], [0.79, 1.42, -3.51], [4.15, -1.64, 3.06], [0.38, 1.48, -2.83], [-1.27, 1.11, -0.76], [0.53, -0.65, -0.81], [-0.19, 1.16, 0.71], [1.87, 0.53, 0.51], [2.27, -1.02, 3.05], [2.67, -1.93, 1.00], [-1.02, -1.41, -7.03], [-1.26, 2.19, -4.02], [1.02, 3.55, 4.12], [-0.94, 1.31, -1.83], [-0.15, -0.24, -1.55], [1.56, 1.45, 4.96], [0.50, 0.56, -5.58], [-0.41, -3.61, 0.41], [-3.70, -0.67, -0.47], [-6.50, -1.11, 1.85], [5.07, 7.99, -0.16], [-2.83, -3.15, 3.72], [-3.18, -4.57, -3.29], [2.44, -3.45, 1.01], [3.84, 3.55, -0.33], [-4.11, 0.53, 4.03], [-3.10, -0.46, -4.77], [1.39, -1.54, 2.09], [0.08, -0.08, 0.22], [0.62, 0.29, 1.32], [0.12, -0.71, 0.30], [-1.26, 0.08, -1.53], [0.95, -2.61, 2.61], [6.69, 0.33, -0.21], [0.37, -0.67, 0.04], [-8.86, -0.11, 0.16], [1.33, -2.37, 1.56], [2.41, -0.93, -0.32], [-0.90, -0.87, -2.02], [2.65, 0.73, 0.17], [-1.17, 0.87, 2.24], [-1.09, -1.86, -1.21], [-2.17, 1.35, 1.83], [3.29, -2.00, -0.98], [0.21, 2.08, 1.08], [1.22, -2.45, -0.42], [-1.00, -1.06, -2.45], [-2.31, 1.94, -1.26], [-0.66, 2.26, 1.76], [-0.37, 0.97, -0.47], [2.03, 0.42, 0.67], [-0.71, 1.82, 0.00], [-1.64, 2.13, 1.35], [1.24, -0.30, 1.89], [-0.51, 0.17, -2.43], [-2.37, -0.64, 1.16], [-1.11, -1.69, 1.21], [1.55, 0.95, 1.25], [0.17, 1.90, -1.34], [2.42, -0.67, 0.76], [-1.62, 1.21, -1.67], [1.60, 2.01, -0.01], [0.58, -1.86, -1.63], [-0.57, -0.43, -0.05], [-0.04, -0.10, -0.32], [0.10, -0.01, 0.20], [-1.60, -1.98, 3.01], [-0.34, 0.26, 0.02], [-0.22, 0.13, 0.10], [-0.28, -0.37, -0.27], [0.04, -0.01, 0.58], [0.28, 0.34, -0.36], [0.32, -0.23, 0.12], [-0.12, 0.19, -0.33], [-0.42, -0.33, 0.07], [-0.11, 0.38, 0.04], [0.37, -0.22, -0.25], [0.21, -0.10, 0.38], [0.04, 0.28, 0.16], [-0.63, -0.04, 0.25], [0.34, 0.11, 0.22], [-0.46, 0.35, -0.08], [0.16, -0.35, -0.34], [-0.11, -0.15, -0.16], [-0.16, -0.22, 0.47], [-0.24, 0.47, -0.09], [0.05, -0.23, -0.31], [0.46, 0.17, 0.15], [-0.04, 0.08, -0.26], [-0.38, -0.31, 0.09], [0.28, 0.57, 0.08], [0.74, -0.58, -0.49], [0.17, -0.07, 0.38], [-0.09, -0.24, -0.46], [0.54, 0.15, -0.15], [0.63, -0.93, -1.31], [-0.27, 0.50, 0.29], [0.14, -0.19, 0.38], [-0.25, -0.16, -0.17], [-0.40, -0.14, -0.03], [-0.15, 0.58, -0.02], [0.39, -0.15, -0.30], [0.23, -0.01, 0.44], [-0.12, -0.20, -0.17], [-0.34, -0.36, 0.11], [-0.06, 0.58, -0.07], [0.28, -0.10, -0.25], [0.23, 0.00, 0.41], [0.06, -0.07, 0.24], [-0.10, 0.54, -0.04], [-0.42, -0.25, 0.16], [0.37, -0.10, 0.23], [0.07, -0.13, -0.49], [-0.40, -0.10, -0.07], [-2.42, 0.60, -0.07], [0.00, 0.58, -0.05], [0.32, -0.21, -0.36], [0.27, 0.02, 0.40], [0.13, -0.38, -0.47], [-0.06, -0.86, -0.28], [0.44, 0.54, 0.12], [-0.17, -0.26, 0.52], [-0.35, 0.35, 0.01], [-0.13, 0.10, -0.18], [0.44, 0.10, -0.25], [-0.25, -0.37, -0.22], [-0.21, 0.35, 0.18], [0.18, -0.22, 0.42], [-0.15, -0.14, 0.04], [0.11, 0.01, -0.55], [0.20, -0.38, 0.22], [-0.41, 0.12, 0.16], [0.32, 0.38, 0.15], [-0.19, -0.07, -0.07], [-0.17, -0.24, 0.43], [-0.24, 0.44, -0.11], [0.08, -0.29, -0.37], [0.49, 0.14, 0.10], [0.26, 0.21, 0.37], [-0.36, -0.30, 0.20], [0.23, -0.02, 0.07], [-0.31, 0.40, -0.39], [0.10, -0.28, -0.35]], "molar_mass_g_mol": 4628.2, "orbital_gap_ha": 0.101, "e_lumo_ev": -6.10, "charge": 1}


{"formula": "C6H8F3N3", "method": "ωB97M-V/def2-TZVPD", "elements": ["C", "C", "C", "C", "C", "C", "N", "N", "N", "F", "F", "F", "H", "H", "H", "H", "H", "H", "H", "H"], "positions_angstrom": [[2.462797, 0.300666, 1.422893], [1.323200, -0.383904, 1.143103], [1.401378, 1.475515, -0.041397], [-1.441278, -1.545046, -0.277227], [-1.322089, -0.077691, -0.445835], [-2.082547, 0.788200, 0.501862], [2.501967, 1.446185, 0.671469], [0.686643, 0.366116, 0.191074], [1.082489, 2.436654, -0.967921], [-3.412414, 0.739191, 0.240546], [-1.945936, 0.430949, 1.780515], [-1.743579, 2.082532, 0.409950], [3.267125, 0.062016, 2.087728], [0.924062, -1.306712, 1.506029], [-2.383101, -1.889081, -0.715306], [-0.629993, -2.050854, -0.794575], [-1.437335, -1.820457, 0.773896], [-1.229081, 0.325915, -1.442852], [1.686366, 3.239453, -0.886783], [0.106491, 2.685653, -1.000321]], "forces_ev_per_a": [[-0.21, 0.01, -0.27], [0.15, -0.19, 0.33], [0.53, -0.39, 0.57], [0.04, -0.06, -0.02], [3.76, 0.46, 1.06], [-0.59, 0.88, 0.81], [0.44, 0.76, -0.08], [-4.43, -0.99, -1.52], [-0.24, 0.22, -0.51], [0.20, -0.32, -0.33], [0.20, -0.21, -0.14], [0.18, -0.07, -0.20], [0.12, -0.16, 0.18], [-0.09, -0.22, 0.11], [-0.04, 0.08, -0.01], [0.01, 0.01, -0.02], [0.02, -0.02, 0.03], [-0.07, 0.06, -0.09], [-0.02, 0.02, 0.01], [0.03, 0.11, 0.09]], "molar_mass_g_mol": 179.1, "de_lowest_kcal_mol": 37.7, "orbital_gap_ha": 0.245, "e_lumo_ev": -0.91, "charge": 0}


no.,maximum force (hartree/bohr)
1,0.0321
2,0.2133
3,0.0931